# 1
Below is the molecule C6H8ClNO3S at a distorted geometry, with properties calculated with ωB97M-V/def2-TZVPD.

Properties
HOMO energy: -8.73 eV

Geometry (Å):
C  -3.563  -0.446  0.110
C  -2.300  -0.862  0.318
C  -4.022  0.859  -0.254
C  -1.044  -0.156  0.229
C  -3.973  2.120  -0.502
C  -0.862  1.161  0.311
N  4.312  -1.015  -0.241
O  2.664  0.118  1.386
O  1.851  -0.612  -0.820
O  3.360  1.334  -0.657
S  2.686  0.242  -0.036
Cl  0.708  1.883  0.196
H  -4.348  -1.187  0.208
H  -2.188  -1.914  0.549
H  -5.118  0.988  -0.509
H  -0.169  -0.780  0.096
H  -1.654  1.879  0.460
H  4.129  -1.863  0.283
H  4.390  -1.203  -1.235
H  5.140  -0.546  0.109

These are the Löwdin partial charges, in e, on atoms 1 to 6: -0.12 -0.09 -0.29 -0.15 0.16 -0.45



# 2
Below is a 2-piece molecular cluster, C6H8F2IN overall at a distorted geometry, with properties calculated with ωB97M-V/def2-TZVPD.

Properties
HOMO energy (spin up / spin down): -5.95 / -5.94 eV

Geometry (Å):
C  0.674  -0.928  -0.976
C  0.075  -0.174  -0.015
C  1.488  -2.023  -0.839
C  -2.277  0.491  0.805
C  -0.990  0.895  -0.016
C  4.481  -0.572  0.657
N  1.941  -3.099  -0.555
F  5.290  0.027  1.549
F  3.524  -1.337  1.359
I  3.594  0.898  -0.685
H  0.608  -0.706  -2.018
H  0.295  -0.462  1.097
H  -3.158  1.231  0.766
H  -2.643  -0.477  0.413
H  -2.039  0.392  1.839
H  -1.167  1.206  -1.073
H  -0.654  1.812  0.547
H  2.802  -3.471  -1.032

These are the Löwdin partial charges, in e, on atoms 1 to 6: -0.18 -0.08 -0.10 -0.10 -0.23 -0.79



Result set for relative energy (zero: lowest compared OMol25 entry of this formula, charge and spin): 82.0; 96.4 kcal/mol, one per record in the order listed.
Result set for energy: -1372.083644; -785.368970 hartree, one per record in the order listed.